[1]
{
  "formula": "C38H89Br15N9O18P3",
  "method": "the ωB97M-V functional and the def2-TZVPD basis",
  "mol_weight_g_mol": 2251.66,
  "gap_ev": 7.4,
  "e_tot_ev": -1169611.71263,
  "e_homo_ev": -8.17,
  "fmax_ev_per_a": 5.4,
  "lumo_energy_ev": -0.793,
  "species": ["H", "C", "H", "C", "Br", "H", "C", "P", "Br", "C", "C", "C", "Br", "C", "H", "N", "C", "H", "Br", "C", "H", "H", "O", "H", "H", "H", "N", "O", "H", "C", "H", "N", "H", "H", "H", "H", "C", "N", "H", "P", "C", "O", "H", "H", "H", "H", "H", "H", "H", "H", "C", "H", "H", "H", "O", "C", "H", "C", "C", "H", "H", "H", "H", "H", "H", "C", "O", "C", "H", "H", "H", "H", "Br", "H", "C", "O", "C", "H", "H", "H", "H", "H", "H", "H", "H", "Br", "H", "H", "H", "O", "C", "Br", "C", "O", "H", "H", "C", "H", "Br", "H", "H", "O", "O", "C", "C", "H", "H", "H", "C", "H", "H", "C", "H", "H", "H", "H", "C", "H", "O", "O", "H", "C", "C", "C", "O", "H", "Br", "H", "H", "Br", "H", "H", "H", "Br", "O", "H", "H", "H", "H", "H", "C", "P", "C", "C", "O", "O", "H", "C", "C", "Br", "H", "O", "H", "H", "N", "H", "H", "C", "O", "Br", "C", "N", "H", "H", "N", "Br", "H", "N", "H", "N", "Br", "H"],
  "positions_angstrom": [[-6.82, 17.69, -5.35], [-3.13, 19.06, 4.66], [9.29, 16.31, 1.29], [-7.26, 18.13, -6.24], [6.12, 7.08, -4.45], [-2.06, 6.17, -7.86], [-3.32, 0.28, 2.80], [-3.90, 20.29, 6.97], [-8.25, 16.67, -7.27], [10.99, 14.71, -6.68], [7.74, 6.65, -3.50], [-0.31, 12.95, 4.18], [4.87, 7.61, 4.72], [2.48, 17.16, -12.34], [-4.80, 16.91, 7.46], [9.22, 18.74, -0.21], [-6.08, 21.97, 6.41], [-2.13, 7.72, -6.80], [-6.53, 9.55, -0.56], [-5.89, 8.02, 0.48], [12.47, 15.69, -0.79], [1.95, 13.19, -5.84], [-5.03, 7.67, -7.71], [-5.87, 21.76, 5.36], [-0.05, 13.62, -5.20], [3.61, 14.76, -16.68], [-4.97, 19.06, 7.26], [-5.41, 22.91, -1.19], [10.19, 19.87, 2.26], [-1.31, 4.51, 2.92], [-0.25, 4.28, 3.02], [-4.95, 21.58, 7.22], [-7.84, 6.12, -5.74], [-2.70, 21.46, 3.76], [-2.14, 18.76, 5.02], [-8.80, 25.00, -0.32], [-4.42, 17.83, 7.89], [-0.41, 13.81, -3.04], [1.45, 16.52, -4.26], [1.23, 14.17, -2.62], [13.06, 19.79, 0.47], [-7.25, 23.53, -0.42], [-3.67, 10.16, 7.75], [-3.95, 0.31, 3.69], [13.22, 20.46, -0.37], [-7.46, 5.67, -7.37], [10.54, 15.88, 2.36], [-5.03, 22.07, 9.15], [11.64, 19.16, 2.68], [3.40, 17.26, -11.77], [1.92, 15.72, -4.83], [-2.04, 21.98, 5.38], [-3.65, 22.83, 8.23], [-4.71, 18.00, 8.93], [-2.66, 20.20, 7.84], [2.51, 13.27, -4.90], [3.55, 13.55, -5.06], [8.75, 20.12, -0.15], [3.40, 15.36, -13.38], [3.27, 12.36, -0.47], [-6.51, 19.72, 6.02], [-2.78, 19.21, 3.64], [10.10, 17.59, 2.38], [-1.42, 5.34, 2.23], [-6.38, 22.99, 6.62], [-4.80, 6.79, -6.87], [-5.71, 6.13, -6.21], [-6.13, 18.79, 6.44], [8.50, 6.83, -4.26], [-5.17, 23.55, 8.08], [2.96, 15.90, -5.10], [0.32, 12.27, 3.61], [9.99, 12.95, -6.80], [0.38, 13.77, 4.36], [-1.89, 11.65, 5.26], [1.42, 15.33, -1.66], [4.02, 14.84, -15.67], [-3.55, 9.42, 6.20], [-3.33, 17.86, 7.86], [-1.16, 13.17, 3.53], [2.44, 12.32, -4.38], [12.50, 15.40, 0.92], [-3.88, 18.27, 4.75], [-4.36, 11.00, 6.40], [1.32, 15.69, -5.74], [-7.00, 8.36, 2.09], [7.99, 17.95, -1.77], [-1.72, 13.91, -4.65], [8.23, 20.41, -1.07], [-2.52, 11.26, 4.25], [-1.48, 14.26, -2.19], [5.53, 4.59, 3.62], [-6.06, 24.02, -0.92], [11.44, 18.31, -1.76], [-1.38, 15.33, -2.01], [13.58, 18.84, 0.34], [-2.26, 6.64, -6.90], [-2.47, 13.92, -2.49], [7.58, 4.77, -3.19], [5.19, 5.63, 5.94], [11.29, 14.75, 0.18], [4.39, 15.00, -12.74], [-5.70, 25.19, -1.20], [1.11, 11.52, -1.90], [-7.14, 6.32, -6.56], [4.29, 13.79, -15.59], [-4.38, 23.29, -2.79], [-1.33, 13.76, -1.24], [11.25, 19.94, 2.03], [-3.77, 21.88, -1.94], [-3.92, -0.24, 2.05], [-4.16, 22.89, -1.81], [1.65, 17.39, -11.66], [-7.01, 21.46, 6.67], [4.93, 15.42, -15.56], [0.13, 11.64, -1.43], [-2.17, 2.30, 3.04], [-1.57, 6.17, -6.20], [-1.87, 3.42, 2.32], [-2.28, 11.07, 6.46], [3.63, 11.63, -1.93], [-3.50, 10.39, 6.70], [-4.70, 22.57, 8.24], [-8.06, 24.46, 0.27], [-0.79, 12.39, 5.38], [-2.49, -0.33, 3.16], [-5.63, 18.95, -7.12], [-3.59, 22.37, 4.84], [2.49, 17.81, -13.22], [12.96, 14.44, -6.87], [0.91, 10.98, -2.83], [10.69, 15.10, -5.70], [-1.79, 4.83, 3.84], [10.30, 15.97, -8.00], [-3.60, 6.26, -6.53], [13.46, 20.30, 1.35], [-4.85, 8.08, 0.79], [-7.37, 7.34, -6.87], [-0.98, 12.36, -4.47], [-7.48, 25.28, 0.68], [8.21, 17.88, -0.71], [10.92, 18.36, -0.35], [3.31, 12.59, -1.53], [11.84, 15.69, 0.10], [2.22, 15.88, -12.83], [3.13, 15.28, -14.71], [-8.66, 24.11, 1.11], [-2.88, 21.55, 4.83], [5.79, 5.96, 5.09], [-6.28, 6.24, -0.32], [8.43, 16.85, -0.43], [-2.97, 1.58, 2.39], [9.57, 20.83, -0.08], [-6.94, 18.52, 7.13], [-3.52, 20.34, 5.30], [3.94, 13.47, -1.72], [7.35, 17.98, -0.05], [-0.78, 13.43, -4.41], [-1.90, 2.13, 4.20], [8.00, 7.48, -1.76], [10.19, 16.71, 1.74], [11.71, 19.49, 0.67], [-5.98, 18.10, 5.62], [11.77, 20.78, 2.49], [1.96, 12.77, -2.04], [-8.53, 19.62, -5.82], [1.64, 10.81, -1.27], [11.12, 16.88, 0.58], [8.16, 20.26, 0.76], [2.01, 14.40, -4.17], [7.71, 6.18, 5.58], [-3.57, 23.67, -1.32]]
}

[2]
{
  "formula": "C38H90N4O4",
  "method": "the ωB97M-V functional and the def2-TZVPD basis",
  "mol_weight_g_mol": 667.16,
  "gap_ev": 9.3,
  "e_tot_ev": -55017.09715,
  "e_homo_ev": -8.91,
  "smiles": "CC(N)=O.CC(N)=O.CC(N)=O.CC(N)=O.CCCCCC.CCCCCC.CCCCCC.CCCCCC.CCCCCC",
  "fmax_ev_per_a": 6.6,
  "lumo_energy_ev": 0.350,
  "species": ["H", "H", "H", "C", "H", "N", "H", "H", "H", "H", "H", "H", "H", "H", "H", "H", "C", "H", "H", "H", "H", "H", "C", "H", "H", "C", "H", "C", "O", "H", "H", "C", "N", "C", "H", "H", "C", "C", "H", "C", "H", "C", "H", "C", "C", "H", "H", "H", "C", "H", "H", "H", "C", "H", "C", "H", "H", "H", "H", "H", "H", "H", "H", "C", "H", "H", "C", "H", "H", "H", "H", "C", "H", "H", "C", "H", "N", "H", "H", "H", "C", "H", "H", "C", "C", "H", "H", "C", "H", "O", "H", "C", "O", "H", "H", "H", "H", "C", "C", "C", "H", "C", "H", "H", "C", "H", "H", "H", "H", "H", "C", "H", "H", "H", "H", "H", "C", "O", "H", "N", "H", "H", "H", "H", "H", "H", "C", "H", "H", "C", "H", "C", "H", "C", "C", "C"],
  "positions_angstrom": [[2.08, 4.01, 0.49], [-9.09, -3.00, -5.17], [-6.22, -1.40, -3.61], [7.82, -5.16, -3.31], [-3.31, 3.81, -1.64], [3.44, 3.12, -4.98], [-1.44, -4.92, 2.26], [-2.55, 2.33, -2.13], [4.67, -2.04, -2.50], [2.43, 2.79, -2.47], [-6.06, -3.00, -2.98], [6.27, -4.88, -0.88], [0.65, 6.51, 0.27], [3.93, 0.04, -1.55], [0.66, 1.13, -0.97], [-2.27, 1.90, 3.40], [7.39, -3.89, -2.49], [8.18, -3.59, -1.81], [-1.17, -1.29, 0.51], [1.64, 8.53, 1.11], [-5.04, -1.98, 0.72], [-0.76, -3.41, 2.38], [-0.76, -6.22, 4.40], [-2.47, -1.59, 2.93], [7.13, -5.44, -4.09], [-0.94, -0.72, -0.39], [5.02, 4.52, 1.12], [-6.66, -2.09, -2.89], [-0.24, 2.94, -0.81], [4.24, 2.40, -0.18], [3.64, 6.63, 0.47], [-0.86, -4.62, 4.32], [-0.44, -3.63, -2.67], [-1.53, 6.13, 3.36], [2.23, 0.32, -0.88], [-8.43, -3.10, -2.55], [-0.36, 1.12, 3.01], [-0.21, -6.88, 5.69], [-3.32, -3.64, 2.01], [5.33, -1.72, -1.70], [3.73, 4.13, 2.24], [2.98, 4.60, 0.33], [-0.45, 6.26, 3.34], [1.90, 2.39, -3.34], [-5.06, -1.09, -1.15], [-0.53, -4.11, -0.18], [2.68, 8.53, -0.34], [-1.93, -5.23, -0.27], [0.61, -0.82, -0.65], [-0.14, 3.78, 2.86], [3.67, -1.15, -0.38], [-4.41, -1.86, -1.57], [2.74, 6.05, 0.65], [-0.07, -6.60, 3.65], [-2.59, 3.06, -1.31], [-0.53, -3.49, -3.66], [6.44, -2.78, -0.03], [-4.10, -1.82, 3.57], [-2.27, -3.58, -0.37], [-7.13, -0.64, -1.22], [-1.13, 3.49, 4.41], [4.81, -3.19, -0.27], [8.83, -5.04, -3.70], [2.27, 3.38, -4.45], [5.35, -4.47, -2.30], [7.19, -3.08, -3.19], [6.15, -4.13, -1.65], [-2.10, 4.84, 1.75], [-1.44, -4.26, 5.17], [1.58, 6.51, -1.23], [-7.55, -2.37, -5.48], [5.71, -2.94, -0.83], [-0.82, 0.20, 2.66], [0.05, -4.03, 4.37], [-8.08, -2.99, -4.75], [-3.02, 4.53, 3.13], [1.23, 0.31, -0.81], [-3.66, -0.74, 0.48], [2.26, 1.41, -3.66], [0.24, -3.08, -2.17], [-6.50, -1.50, -1.42], [3.31, 4.48, -0.71], [1.69, 1.82, 2.85], [-1.51, -4.30, -0.64], [-1.41, -4.08, 2.95], [3.84, 2.20, -4.89], [0.92, 8.82, -0.49], [4.05, 4.02, 1.20], [-0.25, 0.95, 4.08], [1.66, 4.36, -4.82], [7.89, -6.02, -2.64], [-2.85, -3.58, 2.99], [-1.80, -5.25, -2.82], [1.39, 0.24, 2.16], [3.67, 1.87, 1.44], [-1.82, 5.52, -1.55], [-4.88, -0.12, -1.61], [-1.18, 3.64, -1.13], [1.61, 6.77, -0.18], [0.97, 1.24, 2.28], [5.18, -0.09, -0.36], [-3.08, -2.20, 3.60], [0.88, 2.20, -3.02], [0.52, -6.30, 6.26], [-1.99, 4.76, 2.84], [-1.93, 6.96, 2.78], [0.71, 1.64, 1.30], [-3.50, -4.24, 3.57], [2.46, 6.20, 1.69], [3.71, 3.66, -5.78], [4.47, -0.68, -0.94], [-8.64, -1.46, -3.24], [5.37, 2.33, 1.22], [6.23, -1.21, -2.05], [-1.70, 2.23, 1.73], [-6.83, -2.28, -0.73], [-1.27, -4.42, -2.14], [1.10, -1.93, -0.79], [-0.27, 5.40, -0.85], [-1.14, 4.95, -1.08], [-3.06, 2.61, -0.44], [-1.28, 0.26, -0.04], [-7.65, -3.99, -4.78], [-1.76, 6.16, 4.43], [-1.04, -7.13, 6.34], [-2.69, -2.19, 4.62], [-1.11, 3.59, 3.33], [-1.57, -0.94, -1.25], [-1.77, -6.60, 4.22], [4.35, 2.54, 0.90], [0.25, -7.85, 5.49], [-8.09, -2.39, -3.31], [-5.26, -0.17, 0.76], [-4.71, -1.01, 0.34], [1.70, 8.28, 0.05], [-1.43, 2.21, 2.79]]
}